68
Properties=species:S:1:pos:R:3:mulliken_spin:R:1 method="wB97M-V/def2-TZVPD" lumo_ev="2.8 / 2.8" charge=-1 e_above_lowest_kcal_mol=0.0 spin_multiplicity=2
Tc -0.5892 0.3137 0.2537 0.568
C -1.7486 -2.4001 1.0651 0.002
N -0.9909 -1.2826 1.6854 0.001
C -1.7346 -0.7457 2.8171 0.027
C 0.3488 -1.6739 2.1315 -0.011
C 0.5232 -2.8411 2.8601 -0.006
C 1.7929 -3.3486 3.1048 0.004
C 2.8832 -2.6881 2.5415 -0.003
C 2.7081 -1.4968 1.8494 0.007
C 1.4408 -0.9104 1.7274 0.004
N 1.1711 0.3181 1.1313 -0.021
C 2.1580 1.2275 0.8256 -0.014
C 3.2617 1.5050 1.6406 -0.003
C 4.2804 2.3395 1.2108 0.001
C 4.2246 2.9278 -0.0510 -0.002
C 3.0925 2.7165 -0.8224 0.005
C 2.0509 1.9113 -0.3769 0.001
N 0.8221 1.8241 -1.1590 0.006
C 0.2048 3.1732 -1.1326 0.004
C 1.0886 1.3731 -2.5383 -0.002
H -2.0687 -3.1334 1.8170 -0.001
H -1.1349 -2.9054 0.3287 -0.005
H -2.6287 -1.9991 0.5621 0.004
H -1.8404 -1.4992 3.6050 0.001
H -2.7195 -0.4401 2.4975 -0.004
H -1.2127 0.1210 3.2186 -0.009
H -0.3559 -3.3838 3.1958 0.000
H 1.9226 -4.2663 3.6660 0.000
H 3.8802 -3.1107 2.6259 0.000
H 3.5624 -1.0014 1.4032 0.000
H 3.3169 1.0370 2.6168 0.000
H 5.1239 2.5289 1.8662 0.000
H 5.0330 3.5488 -0.4161 0.000
H 3.0073 3.1867 -1.7951 0.000
H 0.8688 3.8960 -1.6232 0.003
H 0.0603 3.4735 -0.0993 -0.002
H -0.7464 3.1542 -1.6324 -0.001
H 1.7007 2.0989 -3.0828 0.000
H 0.1501 1.2520 -3.0618 0.005
H 1.6104 0.4175 -2.5109 -0.002
C -4.0071 1.7026 1.2403 0.022
C -2.6562 2.3785 1.4663 -0.041
C -2.6605 3.6787 0.6519 0.042
C -2.4613 2.7286 2.9363 0.008
N -1.5361 1.5054 1.0333 0.455
H -4.7912 2.3421 1.6564 0.002
H -4.0609 0.7315 1.7242 -0.007
H -4.2068 1.5493 0.1804 0.001
H -3.5709 4.2491 0.8714 0.002
H -2.6323 3.4610 -0.4160 -0.009
H -1.7937 4.2977 0.9038 -0.002
H -3.2206 3.4560 3.2419 0.002
H -1.4714 3.1689 3.0969 -0.001
H -2.5498 1.8502 3.5748 -0.002
C -2.4759 -0.6122 -3.3969 0.001
S -2.9382 0.4106 -2.0320 -0.001
O -2.1774 1.6349 -2.1824 -0.002
O -4.3708 0.6034 -2.0796 0.000
O -2.4807 -0.3539 -0.8069 0.003
H -3.3844 -1.0339 -3.8273 0.000
H -1.8083 -1.4061 -3.0529 0.000
H -1.9660 0.0149 -4.1295 0.000
B 1.0005 -3.4015 -2.4955 0.000
C 0.5307 -2.1772 -1.5960 0.052
N 0.1656 -1.2794 -0.9712 -0.086
H 0.1462 -3.5793 -3.3435 0.000
H 1.1064 -4.3598 -1.7472 0.003
H 2.0734 -3.0945 -2.9864 0.002